# C23H30N2OS

A molecular structure, C23H30N2OS (wB97M-V/def2-TZVPD, OMol25).

Geometry (Å):
1 C 6.7655 -0.7389 1.9226
2 C 6.8021 -0.9966 0.3974
3 C 5.5647 -0.5426 -0.3919
4 C 5.0150 0.8213 -0.0056
5 C 3.9326 1.3382 -0.9612
6 C 2.6837 0.4595 -0.9308
7 C 1.5230 1.0063 -1.7661
8 C 0.5460 1.9231 -1.0269
9 C 0.0518 1.4076 0.3429
10 C -1.4365 1.5089 0.5496
11 C -2.3504 0.6604 -0.0221
12 C -1.8574 -0.4402 -0.9252
13 C -2.9230 -1.1923 -1.7332
14 C -3.8566 -2.0633 -0.9060
15 C -3.4125 -2.8056 0.1732
16 C -4.3036 -3.5730 0.9118
17 C -5.6406 -3.5870 0.5660
18 C -6.1015 -2.8640 -0.5196
19 C -5.2014 -2.1031 -1.2508
20 C -3.7365 0.8241 0.2626
21 C -4.2191 1.7763 1.0977
22 O -5.5724 1.9037 1.3514
23 C -3.3196 2.6883 1.7099
24 N -3.5798 3.6853 2.5487
25 S -2.1567 4.3459 2.9089
26 N -1.1782 3.4219 2.0510
27 C -1.9423 2.5199 1.4127
28 H 7.6753 -0.2302 2.2218
29 H 5.8944 -0.1898 2.2525
30 H 6.7812 -1.6873 2.4521
31 H 6.8844 -2.0723 0.2587
32 H 7.7128 -0.5856 -0.0250
33 H 5.8644 -0.4794 -1.4398
34 H 4.8106 -1.3201 -0.3245
35 H 4.5533 0.7563 0.9787
36 H 5.8157 1.5551 0.0743
37 H 4.3235 1.3895 -1.9757
38 H 3.6802 2.3414 -0.6211
39 H 2.4208 0.2827 0.1102
40 H 2.9519 -0.5121 -1.3386
41 H 0.9852 0.1644 -2.1975
42 H 1.9448 1.5458 -2.6117
43 H 1.0071 2.8977 -0.8799
44 H -0.3090 2.0999 -1.6764
45 H 0.5153 2.0182 1.1086
46 H 0.3453 0.3772 0.5193
47 H -1.2764 -1.1732 -0.3725
48 H -1.1680 0.0007 -1.6356
49 H -3.4923 -0.5243 -2.3699
50 H -2.3783 -1.8728 -2.3888
51 H -2.3743 -2.7974 0.4596
52 H -3.9191 -4.1284 1.7513
53 H -6.3374 -4.1709 1.1521
54 H -7.1398 -2.8544 -0.8102
55 H -5.5394 -1.5209 -2.0945
56 H -4.4648 0.1721 -0.1905
57 H -5.8641 1.1336 1.8463

Force components x, y, z for each atom (eV/Å):
0.40 -0.48 -0.42
-0.39 -0.26 0.41
0.70 0.27 -0.11
-0.45 -0.13 -0.09
0.08 -0.21 0.63
0.38 0.08 -0.43
0.05 -0.12 0.36
0.04 -0.08 -0.08
-0.28 0.21 -0.10
-0.03 -0.10 -0.06
0.37 0.16 0.32
-0.58 0.04 -0.47
0.38 -0.63 0.56
0.08 0.57 -0.50
-0.16 -0.18 0.13
0.33 0.32 -0.26
-0.49 -0.39 0.34
0.36 0.31 -0.24
-0.07 -0.22 0.17
-0.15 0.06 -0.02
-0.68 0.10 0.19
0.28 0.11 -0.01
-0.04 -0.44 -0.35
0.01 0.36 0.29
-0.32 -0.21 -0.12
0.15 0.05 -0.02
0.60 0.36 0.13
-0.04 0.33 0.21
-0.05 0.21 0.07
-0.14 -0.10 0.15
0.13 -0.14 -0.16
0.06 0.31 -0.11
-0.09 -0.17 -0.19
-0.30 0.00 0.06
0.01 0.09 0.20
0.20 0.02 -0.05
0.02 0.14 -0.17
-0.13 0.25 -0.22
-0.24 0.01 0.11
0.05 -0.20 0.00
-0.21 -0.12 0.02
0.01 0.11 -0.18
0.06 0.13 0.04
-0.13 0.07 -0.10
0.17 -0.12 0.24
0.14 -0.22 -0.09
0.17 -0.02 0.26
0.22 0.05 -0.15
-0.14 0.18 -0.04
0.04 0.04 -0.25
0.21 0.04 0.03
-0.15 -0.17 0.16
-0.03 -0.05 0.03
-0.17 -0.15 0.11
-0.10 0.09 -0.12
-0.04 -0.09 -0.06
-0.10 -0.09 -0.03

For the energy, the calculation gives -40200.754 eV. The calculation puts the HOMO energy at -0.306 Eh.


# C23H30N4O4

A single C23H30N4O4 molecule (wB97M-V/def2-TZVPD, OMol25).

Geometry (Å):
1 C 0.4770 4.9870 -5.9097
2 O -0.2479 4.3988 -4.8587
3 C -0.2180 3.0401 -4.7232
4 C 0.5418 2.1906 -5.5168
5 C 0.4949 0.8208 -5.3211
6 C -0.2994 0.2838 -4.3286
7 C -1.0560 1.1147 -3.5127
8 C -1.8904 0.5643 -2.3865
9 N -1.2534 0.8761 -1.1109
10 C -2.1541 0.8484 0.0203
11 C -2.7008 -0.5571 0.2892
12 N -1.6206 -1.5175 0.2226
13 C -0.4073 -1.3387 -0.3237
14 O 0.3992 -2.2529 -0.3829
15 C -0.0818 0.0566 -0.8599
16 C 0.9015 0.7784 0.1022
17 C 0.8387 0.2380 1.5243
18 O -0.0579 0.5784 2.2844
19 N 1.8200 -0.5958 1.9234
20 C 2.8467 -1.1312 1.0548
21 C 1.7186 -1.1630 3.2519
22 C 0.9565 -2.4980 3.2361
23 C 0.8943 -3.0660 4.6206
24 C -0.0996 -2.6757 5.5151
25 C -0.0930 -3.2052 6.7931
26 C 0.9053 -4.1037 7.1389
27 C 1.8528 -4.4231 6.1798
28 N 1.8515 -3.9205 4.9579
29 C -1.0240 2.4937 -3.7071
30 O -1.8474 3.2824 -2.9382
31 C -1.1950 4.1798 -2.0631
32 H 0.1499 4.6105 -6.8840
33 H 1.5542 4.8237 -5.7985
34 H 0.2678 6.0540 -5.8483
35 H 1.1682 2.5874 -6.2998
36 H 1.0862 0.1749 -5.9524
37 H -0.3351 -0.7859 -4.1814
38 H -2.0386 -0.5174 -2.5337
39 H -2.8625 1.0608 -2.3961
40 H -1.5985 1.1815 0.8994
41 H -2.9765 1.5420 -0.1625
42 H -3.4698 -0.8231 -0.4494
43 H -3.1524 -0.5974 1.2844
44 H -1.8109 -2.4535 0.5561
45 H 0.4339 -0.0816 -1.8159
46 H 0.6014 1.8271 0.1382
47 H 1.9112 0.7184 -0.2931
48 H 2.4038 -1.6312 0.1919
49 H 3.4236 -1.8626 1.6150
50 H 3.5268 -0.3440 0.7203
51 H 1.1803 -0.4458 3.8767
52 H 2.7223 -1.3102 3.6569
53 H -0.0479 -2.3129 2.8537
54 H 1.4675 -3.1992 2.5763
55 H -0.8577 -1.9719 5.2066
56 H -0.8524 -2.9238 7.5089
57 H 0.9464 -4.5424 8.1237
58 H 2.6557 -5.1169 6.3950
59 H -0.5578 4.8826 -2.6050
60 H -1.9869 4.7252 -1.5529
61 H -0.5985 3.6288 -1.3286

Force components x, y, z for each atom (eV/Å):
0.14 0.10 -0.18
-0.27 -0.33 0.27
-0.13 0.09 0.16
0.03 0.19 -0.06
0.02 -0.08 0.00
-0.01 0.02 -0.06
-0.12 0.12 0.00
0.07 0.11 -0.08
-0.03 0.09 -0.13
-0.20 -0.11 0.25
-0.17 0.41 -0.10
-0.33 -0.28 0.25
-0.08 -0.05 -0.38
0.30 -0.15 -0.07
0.17 0.12 0.01
-0.04 -0.18 0.13
0.41 0.32 -0.11
-0.38 0.07 0.18
0.07 -0.05 0.22
0.16 0.02 -0.42
-0.29 -0.04 0.24
0.12 0.25 0.03
-0.26 0.09 -0.08
0.07 -0.08 0.06
0.06 -0.02 -0.03
-0.04 0.04 -0.03
-0.02 -0.12 0.37
0.30 -0.04 -0.38
0.04 0.06 0.02
0.03 -0.34 -0.52
0.22 0.24 0.28
0.02 0.00 0.04
-0.05 -0.01 -0.02
0.05 -0.07 -0.05
0.04 0.09 -0.06
0.05 -0.05 -0.05
-0.02 -0.12 0.05
-0.06 0.05 -0.03
-0.01 -0.12 0.04
-0.13 0.01 -0.05
-0.02 -0.02 0.02
0.03 0.06 0.12
0.00 0.04 -0.08
0.18 0.06 -0.12
-0.08 -0.10 0.19
0.05 -0.10 0.02
0.01 0.02 -0.03
0.12 0.01 0.05
0.01 0.00 0.01
0.06 -0.06 0.02
0.16 -0.12 -0.02
-0.03 0.01 -0.03
-0.01 0.02 -0.07
-0.07 -0.04 0.01
-0.08 0.08 -0.05
-0.05 0.02 0.04
0.02 -0.05 0.07
0.02 -0.06 0.11
-0.08 -0.05 0.05
0.06 0.02 0.03
-0.06 0.01 -0.03

For the energy, the calculation gives -38488.375 eV. The calculation puts the HOMO energy at -0.307 Eh. The SMILES is COc1cccc(CN2CCNC(=O)[C@@H]2CC(=O)N(C)CCc2ccccn2)c1OC.


Record-wise ΔE to the lowest compared entry with this formula, charge and spin values, in kJ/mol: 132.3 153.9